(w)
This record from the OMol25 dataset describes the ion C5H12NO2 with charge +1. The level of theory is ωB97M-V/def2-TZVPD.

```
20
C5H12NO2, DFT ωB97M-V/def2-TZVPD
C 0.0685 1.5271 -1.4576
O -0.4367 1.2634 -2.7771
C 0.1574 0.2039 -0.5419
C 0.3953 0.3947 0.9289
C 0.0314 -0.8032 1.7720
C 1.2776 -1.7567 1.9821
O 1.9294 -1.6697 2.9837
N -1.1660 -0.4941 -0.7974
H 1.0964 1.7073 -1.7910
H -0.4664 2.3927 -1.1214
H -0.9190 1.9968 -3.0184
H 0.8351 -0.4644 -1.1917
H -0.3287 1.2171 1.1652
H 1.4043 0.7359 1.2102
H -0.1660 -0.4341 2.8180
H -0.8873 -1.3076 1.5077
H 1.6126 -2.3835 1.1404
H -2.0423 -0.2228 -0.3122
H -1.2489 -0.3436 -1.8201
H -1.1466 -1.5594 -0.6794
```

For the LUMO energy, the calculation gives -0.1367 hartree. The HOMO energy is -13.4 eV. The structure (SMILES) is [NH3+][C@@H](CO)CCC=O. The total charge is +1.

(x)
This record from the OMol25 dataset describes a cluster of 2 separate species, C5H12NO2 in total. The level of theory is ωB97M-V/def2-TZVPD.

```
20
C5H12NO2, DFT ωB97M-V/def2-TZVPD
O -0.0678 -0.1952 -2.1921
C -0.8275 0.6752 -1.8400
C -1.5061 0.6446 -0.4969
C -0.6577 1.3361 0.5788
C 0.8479 1.1107 0.4415
C 2.1482 -0.8978 0.7396
N 1.2082 -0.2877 0.1623
H -1.0908 1.5088 -2.5098
H -2.5271 0.9938 -0.5595
H -1.6185 -0.3644 -0.1634
H -0.7466 2.4259 0.5241
H -1.0115 1.0892 1.5569
H 1.2710 1.7127 -0.3584
H 1.3344 1.4201 1.3514
H 2.4469 -1.8990 0.4386
H 2.6597 -0.6365 1.6514
H 0.6661 -0.8237 -0.5274
H -0.7531 -2.2205 2.7544
H -1.6269 -2.3481 1.5076
O -0.8683 -1.8740 1.8656
```

For the LUMO energy, the calculation gives -0.1667 hartree. The HOMO energy is -14.1 eV. The total charge is +1.

(y)
This record from the OMol25 dataset describes a cluster of 2 separate species, C5H12NO2 in total. The level of theory is ωB97M-V/def2-TZVPD.

```
20
C5H12NO2, DFT ωB97M-V/def2-TZVPD
O -1.0816 -0.0898 -1.9989
C -2.1163 -0.4162 -1.4695
C -2.3307 -0.2224 -0.0093
C -1.2835 0.7311 0.7301
C 0.1204 0.0667 0.7126
C 1.2335 0.6793 1.2050
N 2.6242 0.2454 0.8780
H -2.9240 -0.7480 -1.9043
H -3.3392 0.3404 0.1385
H -2.4853 -1.1305 0.6509
H -1.2506 1.7039 0.3304
H -1.6191 0.7174 1.7968
H 0.2651 -0.9278 0.3327
H 1.3175 1.6011 1.9277
H 3.0196 -0.0142 1.7845
H 3.0893 1.1234 0.5363
H 2.6068 -0.7028 0.3074
H 1.6813 -1.6262 -2.2220
H 0.8011 -0.4529 -1.9662
O 1.6715 -0.8780 -1.7607
```

For the LUMO energy, the calculation gives -0.1217 hartree. The HOMO energy is -13.7 eV. The total charge is +1.

Which is most stable, and by how much? (x), by 0.0326 hartree.